# 1
18
Properties=species:S:1:pos:R:3:lowdin_charge:R:1 method="wB97M-V/def2-TZVPD" homo_ev=-8.4585 energy_ha=-414.38017 relative_energy_kcal_mol=146.2
C -0.30090 0.46015 2.40319 -0.118
C -1.18380 -1.35305 0.70081 -0.127
C 0.15055 -0.38275 -1.09727 -0.459
H -0.94903 -0.28013 3.04783 0.088
H -0.98519 1.22746 1.91484 0.097
H 0.49022 1.14448 3.11772 0.136
H 1.25748 -0.63251 1.43216 0.107
H -1.42480 -0.88475 1.74927 0.071
H -2.06953 -1.54281 0.12656 0.085
H -0.62868 -2.29855 0.61457 0.096
H 0.05790 -1.05412 -2.74830 0.034
H 1.23760 0.93751 -2.30728 0.156
H 1.13640 1.44840 0.21531 0.117
N 0.56257 0.03468 1.16513 -0.089
N -0.45618 -0.31095 0.18724 -0.184
N -0.19306 -1.37993 -1.82970 0.131
N 0.59253 0.85760 -1.50003 -0.057
O 0.79269 1.89740 -0.67019 -0.085



# 2
18
Properties=species:S:1:pos:R:3:lowdin_charge:R:1 method="wB97M-V/def2-TZVPD" homo_ev="-7.6245 / -7.6185" energy_ha=-414.41654 relative_energy_kcal_mol=123.4
C 1.48109 1.18201 0.17701 -0.047
C 0.72318 0.25696 -0.72808 -0.423
C 0.20750 0.76778 -1.99271 -0.277
N 1.04005 -1.08950 -0.69042 0.084
O -0.04998 1.93849 -2.22722 0.013
H 1.48608 -1.36722 0.17628 0.092
H 0.02454 -0.01517 -2.75592 0.127
H 1.23908 0.95312 1.22033 0.067
H 2.55876 1.08308 0.02355 0.087
H 1.20536 2.21474 -0.02988 0.078
N -1.59219 -0.48002 0.47281 -0.236
N -1.37426 -0.09577 1.82076 0.027
N -1.44614 -1.73316 0.16893 -0.007
H -0.86959 0.18192 -0.21347 0.136
H -1.64867 0.87486 1.93351 0.086
H -1.92662 -0.67794 2.44751 0.081
H -1.27274 -2.28763 1.01665 0.049
H 0.21456 -1.70654 -0.81965 0.062



# 3
19
Properties=species:S:1:pos:R:3:lowdin_charge:R:1 method="wB97M-V/def2-TZVPD" smiles="NNC(=O)N(N)CCO" homo_ev=-9.3927 energy_ha=-489.76855 relative_energy_kcal_mol=55.5
C -1.21416 0.85353 -0.13912 -0.530
C 1.23561 1.07122 -0.17529 -0.125
C 2.40311 0.39092 0.54686 -0.269
H -2.99613 -1.82780 0.02242 0.076
H -2.74394 -1.01002 1.39706 0.090
H -3.15920 0.62889 -0.19915 0.130
H -0.26471 -1.14848 -1.51826 0.112
H -0.34903 -1.67958 0.06881 0.080
H 1.55681 1.29462 -1.20403 0.133
H 0.97151 2.01904 0.34264 0.129
H 3.19423 1.10663 0.69687 0.110
H 2.12016 0.03576 1.54343 0.117
H 2.20842 -1.21704 -0.47501 0.038
N -2.38059 -1.17261 0.46286 0.006
N -2.33742 0.04583 -0.29799 -0.002
N 0.02173 0.26020 -0.14935 -0.121
N 0.16150 -1.07566 -0.58130 0.061
O -1.35677 2.06985 -0.12156 0.043
O 2.92888 -0.64530 -0.21993 -0.078



# 4
18
Properties=species:S:1:pos:R:3:lowdin_charge:R:1 method="wB97M-V/def2-TZVPD" homo_ev=-9.0509 energy_ha=-737.32364 relative_energy_kcal_mol=96.0
C -2.02383 -1.27312 -0.75055 -0.087
C 0.05417 -0.06116 -0.42558 -0.612
C 2.16846 0.59319 0.61102 -0.216
H -3.12986 -1.08885 -0.32043 0.118
H -2.37533 -1.25164 -1.79310 0.068
H -1.50072 -2.25747 -0.32072 0.126
H -1.49516 0.84514 1.41070 0.103
H -0.87378 -0.68600 1.71000 0.071
H 0.46758 -1.61066 -1.57246 0.076
H 2.65968 0.92877 1.60325 0.082
H 2.42121 -0.60642 0.42943 0.123
H 2.53572 1.33931 -0.28055 0.031
H 1.79247 2.79959 -0.82330 0.015
N -1.22532 -0.13271 -0.23202 -0.194
N -1.58062 -0.20779 1.18493 0.042
N 0.94257 -0.71996 -1.15954 0.106
N 0.66558 0.82548 0.53743 -0.507
S 0.49717 2.56430 0.19148 0.654